Here is a molecular structure, C54H112FeN6O6 in a non-equilibrium geometry from the OMol25 dataset. Energies are from ωB97M-V/def2-TZVPD.

Properties
Energy relative to the best compared isomer or geometry (same formula, charge and spin)   325.8 kJ/mol
DFT total energy   -4167.8243 a.u.
Strongest force on any atom   0.0800 Eh/bohr
HOMO (spin up / spin down)   -6.4 / -6.3 eV
Spin multiplicity   5

Element x y z (Å)
1 Fe 0.87 0.20 0.49
2 O -0.58 -1.04 1.62
3 O 3.21 -5.54 2.61
4 O -4.57 6.85 -1.14
5 O -4.25 0.11 -1.68
6 O 1.92 2.06 0.51
7 O 1.79 -0.32 -1.31
8 N -4.14 5.91 -2.17
9 N 3.10 2.45 -0.34
10 N -0.21 -0.04 2.63
11 N 0.85 -1.29 -1.31
12 N -5.08 -1.03 -1.57
13 N 4.51 -5.61 3.19
14 C 1.46 -2.64 -1.30
15 C -5.32 3.96 -1.21
16 C -7.06 -3.09 -1.25
17 C -1.16 -2.30 -2.38
18 C -6.53 -2.60 -2.64
19 C -2.91 5.55 -4.37
20 C 5.54 -6.24 2.39
21 C 2.91 3.48 -1.41
22 C 3.08 5.01 -1.04
23 C -0.99 0.23 -2.08
24 C 3.94 3.19 -2.49
25 C 6.98 -6.36 3.03
26 C -1.45 1.76 1.46
27 C 1.54 3.37 -2.16
28 C -1.19 1.06 2.82
29 C 4.52 0.87 1.15
30 C -7.20 -0.18 -2.80
31 C -0.54 2.19 3.68
32 C 0.46 -3.86 -1.24
33 C -0.17 -1.03 -2.32
34 C 5.73 -5.46 1.05
35 C 5.26 -7.79 2.22
36 C -6.73 -0.21 0.41
37 C -5.22 -1.21 -4.10
38 C -0.67 -3.69 -2.26
39 C 4.37 2.19 0.33
40 C -2.91 4.18 -0.82
41 C -5.97 -1.19 -2.73
42 C 2.19 -2.71 0.13
43 C -2.73 4.15 -4.07
44 C 0.09 1.67 5.00
45 C 1.00 0.56 4.77
46 C 4.71 3.38 1.30
47 C 0.31 -0.86 -3.80
48 C 5.35 3.19 -1.91
49 C -0.39 -1.63 4.70
50 C -4.36 -1.25 0.78
51 C -4.10 4.47 -1.82
52 C -6.13 -2.68 -0.10
53 C -1.75 7.01 -2.50
54 C -3.10 6.52 -3.14
55 C 5.36 1.93 -0.94
56 C 2.47 -2.96 -2.47
57 C 7.41 -5.12 3.66
58 C 6.25 -4.67 4.61
59 C -3.79 7.73 -3.76
60 C -3.84 3.59 -3.13
61 C 4.86 -3.01 3.10
62 C 0.48 -0.64 3.85
63 C 3.86 -4.08 5.03
64 C -2.47 0.58 3.58
65 C 1.87 -1.39 3.62
66 C -5.63 -1.24 -0.17
67 C 4.87 -4.36 3.94
68 H 0.12 -4.06 -0.22
69 H -4.67 0.76 -1.11
70 H 1.24 -0.32 -3.97
71 H 1.55 -3.06 0.94
72 H -0.46 -0.39 -4.41
73 H -0.53 -4.06 -3.28
74 H -1.70 -2.18 -3.32
75 H 2.78 -6.20 3.16
76 H 6.08 2.91 -2.68
77 H 6.38 -4.60 1.24
78 H -2.79 -0.31 3.03
79 H 4.29 1.04 2.20
80 H -4.43 -1.50 1.84
81 H 2.60 -0.94 2.95
82 H 6.32 1.60 -0.55
83 H -1.57 -0.01 -1.19
84 H -5.51 6.90 -1.30
85 H -6.34 0.81 0.46
86 H 2.48 5.70 -1.64
87 H -2.04 1.00 0.95
88 H -8.06 -2.65 -1.19
89 H -4.69 3.69 -3.80
90 H -3.98 -0.23 0.70
91 H 5.46 0.32 1.13
92 H 2.24 -0.54 -2.13
93 H 1.52 4.09 -2.98
94 H 0.24 -2.51 4.87
95 H -1.34 2.90 3.87
96 H 6.55 -3.72 5.05
97 H 3.06 -3.36 0.05
98 H -1.83 0.35 -2.76
99 H 4.80 -5.10 0.61
100 H -1.18 7.45 -3.32
101 H -3.97 8.54 -3.04
102 H 8.35 -5.37 4.16
103 H -6.22 4.30 -1.74
104 H 2.78 -1.83 0.39
105 H 3.91 3.93 -3.28
106 H -1.88 -2.08 -1.59
107 H 0.66 3.53 -1.53
108 H -3.01 3.15 -0.46
109 H 6.12 -6.04 0.22
110 H 0.36 2.57 3.21
111 H -6.61 -2.95 0.84
112 H 5.15 -2.15 3.70
113 H -1.07 6.26 -2.09
114 H -0.58 2.08 0.88
115 H -0.58 -1.11 5.64
116 H 3.99 0.02 0.72
117 H -0.41 1.14 -1.94
118 H -3.73 5.76 -5.06
119 H -5.57 4.10 -0.16
120 H 1.39 2.52 -2.83
121 H 5.64 -2.93 2.34
122 H 5.12 -8.10 3.25
123 H 2.29 -1.66 4.59
124 H 3.83 2.20 -2.94
125 H 2.91 -4.26 4.52
126 H -5.88 -3.35 -3.10
127 H 2.83 5.23 0.00
128 H -4.17 -1.43 -3.91
129 H -2.03 5.94 -4.88
130 H 1.77 -2.26 2.98
131 H 0.53 -1.82 -4.28
132 H 6.09 -5.32 5.47
133 H 3.81 -4.80 5.85
134 H -2.96 4.86 0.03
135 H -7.66 0.00 -0.12
136 H -7.09 -0.42 1.41
137 H -1.73 4.18 -3.63
138 H -7.38 -2.62 -3.32
139 H 5.64 3.32 1.87
140 H 1.21 0.19 5.77
141 H -5.58 -1.97 -4.80
142 H 3.88 -2.94 2.62
143 H -1.90 7.82 -1.78
144 H 6.99 -7.22 3.71
145 H -6.91 0.80 -2.43
146 H -3.53 -1.84 0.38
147 H 2.22 -2.88 -3.53
148 H -3.16 8.19 -4.52
149 H 5.08 1.05 -1.50
150 H -5.35 -3.41 -0.34
151 H 7.64 -6.41 2.16
152 H -1.37 -1.89 4.32
153 H -2.13 2.59 1.62
154 H 1.96 0.99 4.50
155 H 4.37 -7.87 1.59
156 H 1.05 -4.75 -1.47
157 H 3.10 -2.07 -2.38
158 H -5.07 -0.39 -4.80
159 H 3.09 -3.83 -2.29
160 H -5.47 2.89 -1.34
161 H -1.41 -4.46 -2.03
162 H -3.73 2.52 -2.96
163 H -8.10 -0.43 -2.24
164 H 5.69 4.07 -1.36
165 H 4.07 5.45 -0.99
166 H -0.68 1.28 5.68
167 H -2.78 3.63 -5.03
168 H -7.65 -0.03 -3.79
169 H 0.55 2.51 5.51
170 H -7.21 -4.17 -1.25
171 H -4.79 7.46 -4.08
172 H -3.33 1.24 3.48
173 H -2.39 0.37 4.65
174 H 3.90 -3.04 5.36
175 H 7.63 -4.34 2.93
176 H -1.94 4.44 -1.24
177 H 4.88 4.37 0.89
178 H 6.00 -8.47 1.79
179 H 4.00 3.58 2.10